# 1
This record from OMol25 describes an isolated molecule of C4H10NO2P at a distorted geometry. The level of theory is wB97M-V/def2-TZVPD.

Geometry as ORCA input:
```
! wB97M-V def2-TZVPD RIJCOSX def2/J DEFGRID3
* xyz 0 3
C 2.066 1.337 -1.146
C 0.512 1.145 -1.148
C 0.072 0.286 0.024
C -1.356 -0.178 -0.042
N -0.999 -2.433 0.471
O -1.194 -2.109 3.572
O -1.682 -1.212 0.895
P -0.397 -1.412 2.606
H 2.323 1.737 -2.082
H 2.568 2.042 -0.469
H 2.499 0.358 -0.841
H 0.198 2.232 -1.033
H 0.202 0.681 -2.090
H 0.621 -0.628 0.187
H -0.023 0.859 1.059
H -2.111 0.798 0.195
H -1.553 -0.504 -1.025
H -1.745 -2.998 0.868
*
```

Results
HOMO-LUMO gap (alpha / beta) in eV: 6.902 / 8.579
Energy above the lowest of the compared OMol25 structures with the same formula, charge and spin in kJ/mol: 237.6
<S²>: 2.01

And the natural (NBO) charges, in e, turn out to be: number 1, C, carries -0.60; number 2, C, carries -0.41; number 3, C, carries -0.47; number 4, C, carries -0.05; number 5, N, carries -0.15; number 6, O, carries -1.02; number 7, O, carries -0.44; number 8, P, carries 0.95; number 9, H, carries 0.21; number 10, H, carries 0.21; number 11, H, carries 0.20; number 12, H, carries 0.22; number 13, H, carries 0.21; number 14, H, carries 0.22; number 15, H, carries 0.22; number 16, H, carries 0.20; number 17, H, carries 0.18; number 18, H, carries 0.32

# 2
This record from OMol25 describes an isolated molecule of C4H7NO2. The level of theory is wB97M-V/def2-TZVPD.

Geometry as ORCA input:
```
! wB97M-V def2-TZVPD RIJCOSX def2/J DEFGRID3
* xyz 0 1
C -1.688 -0.893 -0.098
C -0.303 -0.334 -0.262
C -0.004 1.106 0.152
N 1.448 1.026 0.088
C 1.824 -0.325 0.125
O 2.907 -0.783 -0.103
O 0.713 -1.079 0.413
H -2.101 -0.747 0.903
H -1.679 -1.962 -0.329
H -2.332 -0.390 -0.827
H 0.005 -0.392 -1.317
H -0.386 1.374 1.146
H -0.410 1.800 -0.592
H 2.006 1.601 0.702
*
```

Results
HOMO-LUMO gap in eV: 11.066
Structure (SMILES): C[C@H]1CNC(=O)O1
Energy above the lowest of the compared OMol25 structures with the same formula, charge and spin in kJ/mol: 51.9

And the natural (NBO) charges, in e, turn out to be: number 1, C, carries -0.62; number 2, C, carries 0.08; number 3, C, carries -0.24; number 4, N, carries -0.66; number 5, C, carries 0.87; number 6, O, carries -0.56; number 7, O, carries -0.51; number 8, H, carries 0.22; number 9, H, carries 0.23; number 10, H, carries 0.22; number 11, H, carries 0.17; number 12, H, carries 0.19; number 13, H, carries 0.20; number 14, H, carries 0.41

# 3
This record from OMol25 describes an isolated molecule of C6H7NO2 at a distorted geometry. The level of theory is wB97M-V/def2-TZVPD.

Geometry as ORCA input:
```
! wB97M-V def2-TZVPD RIJCOSX def2/J DEFGRID3
* xyz 0 1
O 2.457 -1.190 0.587
C 1.691 -0.377 0.111
C 1.634 1.092 0.319
C 0.462 1.585 -0.141
C -0.296 0.448 -0.792
C -1.396 -0.338 -0.044
O -1.531 -0.067 1.309
C -0.479 -1.568 -0.196
N 0.607 -0.679 -0.678
H 2.411 1.606 0.836
H 0.121 2.592 -0.059
H -0.623 0.706 -1.828
H -2.340 -0.356 -0.570
H -1.713 0.905 1.384
H -0.243 -2.088 0.750
H -0.761 -2.271 -0.988
*
```

Results
HOMO-LUMO gap in eV: 9.925
Structure (SMILES): O=C1C=C[C@@H]2[C@H](O)CN12
Energy above the lowest of the compared OMol25 structures with the same formula, charge and spin in kJ/mol: 122.0

And the natural (NBO) charges, in e, turn out to be: number 1, O, carries -0.58; number 2, C, carries 0.63; number 3, C, carries -0.27; number 4, C, carries -0.16; number 5, C, carries -0.11; number 6, C, carries 0.08; number 7, O, carries -0.69; number 8, C, carries -0.22; number 9, N, carries -0.42; number 10, H, carries 0.23; number 11, H, carries 0.22; number 12, H, carries 0.21; number 13, H, carries 0.16; number 14, H, carries 0.47; number 15, H, carries 0.23; number 16, H, carries 0.20

# 4
This record from OMol25 describes C17H14N4O2RuS as an isolated structure. The level of theory is wB97M-V/def2-TZVPD.

Geometry as ORCA input:
```
! wB97M-V def2-TZVPD RIJCOSX def2/J DEFGRID3
* xyz 1 2
Ru -0.690 0.136 -0.115
O -3.320 -1.042 2.665
C -2.648 -0.871 1.675
N -1.721 0.117 1.487
C -1.390 1.035 2.560
C -0.382 2.029 2.039
C 0.099 3.069 2.819
C 1.007 3.958 2.276
C 1.408 3.802 0.955
C 0.895 2.749 0.233
N 0.029 1.876 0.765
C -2.725 -1.792 0.465
C -3.581 -2.866 0.435
C -3.598 -3.665 -0.704
C -2.771 -3.347 -1.766
C -1.935 -2.245 -1.664
N -1.909 -1.493 -0.565
H -0.993 0.511 3.436
H -2.287 1.561 2.896
H -0.248 3.174 3.838
H 1.400 4.768 2.876
H 2.108 4.483 0.494
H 1.163 2.575 -0.801
H -4.211 -3.052 1.293
H -4.250 -4.526 -0.757
H -2.763 -3.940 -2.669
H -1.271 -1.944 -2.463
O 0.330 0.155 -1.916
N 1.641 -0.120 -1.855
C 2.373 0.096 -2.973
C 3.708 -0.183 -2.986
C 4.303 -0.704 -1.828
C 3.538 -0.926 -0.714
C 2.166 -0.629 -0.727
S 1.120 -0.973 0.608
H 1.811 0.494 -3.804
H 4.276 -0.002 -3.886
H 5.360 -0.931 -1.813
H 3.960 -1.338 0.192
*
```

Results
HOMO-LUMO gap (alpha / beta) in eV: 7.515 / 7.117
Energy above the lowest of the compared OMol25 structures with the same formula, charge and spin in kJ/mol: 0.0
<S²>: 0.76

And the natural (NBO) charges, in e, turn out to be: number 1, Ru, carries 0.87; number 2, O, carries -0.56; number 3, C, carries 0.63; number 4, N, carries -0.56; number 5, C, carries -0.28; number 6, C, carries 0.25; number 7, C, carries -0.23; number 8, C, carries -0.12; number 9, C, carries -0.24; number 10, C, carries 0.06; number 11, N, carries -0.44; number 12, C, carries 0.12; number 13, C, carries -0.19; number 14, C, carries -0.13; number 15, C, carries -0.23; number 16, C, carries 0.07; number 17, N, carries -0.44; number 18, H, carries 0.24; number 19, H, carries 0.24; number 20, H, carries 0.24; number 21, H, carries 0.24; number 22, H, carries 0.24; number 23, H, carries 0.22; number 24, H, carries 0.26; number 25, H, carries 0.24; number 26, H, carries 0.24; number 27, H, carries 0.23; number 28, O, carries -0.56; number 29, N, carries 0.01; number 30, C, carries 0.03; number 31, C, carries -0.24; number 32, C, carries -0.14; number 33, C, carries -0.22; number 34, C, carries 0.02; number 35, S, carries 0.13; number 36, H, carries 0.25; number 37, H, carries 0.25; number 38, H, carries 0.24; number 39, H, carries 0.25

# 5
This record from OMol25 describes an isolated ion of composition C3H5N2 and charge +1 at a distorted geometry. The level of theory is wB97M-V/def2-TZVPD.

Geometry as ORCA input:
```
! wB97M-V def2-TZVPD RIJCOSX def2/J DEFGRID3
* xyz 1 1
C -1.054 0.520 -0.063
C 0.211 0.070 0.788
N 1.268 0.747 0.015
C 0.203 0.136 -0.745
N 0.402 -1.171 -0.023
H -2.006 -0.156 -0.004
H -1.172 1.557 -0.018
H 1.036 1.671 -0.129
H 1.458 -1.492 0.125
H -0.344 -1.881 0.054
*
```

Results
HOMO-LUMO gap in eV: 11.458
Structure (SMILES): C1[C@@]23N[C@@]12[NH2+]3
Energy above the lowest of the compared OMol25 structures with the same formula, charge and spin in kJ/mol: 583.3

And the natural (NBO) charges, in e, turn out to be: number 1, C, carries -0.38; number 2, C, carries 0.25; number 3, N, carries -0.50; number 4, C, carries 0.27; number 5, N, carries -0.56; number 6, H, carries 0.29; number 7, H, carries 0.26; number 8, H, carries 0.39; number 9, H, carries 0.50; number 10, H, carries 0.47

# 6
This record from OMol25 describes C4H12NO5 as an isolated structure at a distorted geometry. The level of theory is wB97M-V/def2-TZVPD.

Geometry as ORCA input:
```
! wB97M-V def2-TZVPD RIJCOSX def2/J DEFGRID3
* xyz -1 1
C 0.414 0.612 0.934
C 0.593 1.686 -0.169
C -0.856 1.939 -0.867
O -1.007 2.739 -1.831
N 0.970 -0.664 0.557
C 2.316 -0.837 0.444
O 3.113 0.207 0.780
O 2.865 -1.815 -0.021
H 0.759 0.985 1.883
H -0.683 0.487 1.081
H 0.876 2.719 0.124
H 1.246 1.386 -1.027
H -1.648 1.946 -0.100
H -1.133 0.711 -1.361
H 0.335 -1.378 0.140
H 2.647 0.924 1.236
H -1.175 -0.309 -1.374
H -1.969 -1.838 -2.028
O -1.501 -1.440 -1.285
H -1.610 -2.987 1.541
H -2.130 -2.280 0.280
O -2.421 -2.794 1.062
*
```

Results
HOMO-LUMO gap in eV: 7.232
Energy above the lowest of the compared OMol25 structures with the same formula, charge and spin in kJ/mol: 214.3

And the natural (NBO) charges, in e, turn out to be: number 1, C, carries -0.26; number 2, C, carries -0.52; number 3, C, carries 0.23; number 4, O, carries -0.80; number 5, N, carries -0.66; number 6, C, carries 0.88; number 7, O, carries -0.70; number 8, O, carries -0.65; number 9, H, carries 0.17; number 10, H, carries 0.23; number 11, H, carries 0.20; number 12, H, carries 0.22; number 13, H, carries 0.08; number 14, H, carries -0.10; number 15, H, carries 0.45; number 16, H, carries 0.48; number 17, H, carries 0.39; number 18, H, carries 0.47; number 19, O, carries -1.10; number 20, H, carries 0.45; number 21, H, carries 0.51; number 22, O, carries -0.99

# 7
This record from OMol25 describes C25H45NP2SeV as an isolated structure at a distorted geometry. The level of theory is wB97M-V/def2-TZVPD.

Geometry as ORCA input:
```
! wB97M-V def2-TZVPD RIJCOSX def2/J DEFGRID3
* xyz 2 2
V 0.178 -0.704 0.510
C -1.147 -2.316 0.745
C -0.633 -2.263 -0.592
C 1.171 -2.545 0.822
C -0.025 -2.555 1.601
C 0.798 -2.383 -0.544
C -2.583 -2.382 1.137
H -3.204 -1.738 0.504
H -2.731 -2.077 2.179
H -2.966 -3.412 1.044
C -0.114 -3.062 2.990
H -1.139 -3.014 3.360
H 0.549 -2.470 3.645
H 0.206 -4.117 3.057
C 2.531 -2.898 1.341
H 2.733 -3.971 1.207
H 2.596 -2.695 2.419
H 3.326 -2.346 0.825
C 1.719 -2.398 -1.707
H 1.623 -3.334 -2.275
H 2.757 -2.317 -1.371
H 1.507 -1.561 -2.382
C -1.466 -2.287 -1.811
H -1.780 -3.308 -2.083
H -0.914 -1.852 -2.645
H -2.362 -1.672 -1.685
C -1.156 2.026 -1.065
C -1.946 0.980 -1.375
C -2.570 0.869 -2.737
C -1.659 0.313 -3.872
C -0.194 0.187 -3.551
C 0.552 1.273 -3.314
C -0.040 2.656 -3.339
C -0.861 3.091 -2.089
H -2.942 1.847 -3.091
H -1.807 0.988 -4.737
H -3.463 0.227 -2.671
H -1.794 3.529 -2.490
H -0.861 2.268 -0.037
H -2.345 0.294 -0.616
H -0.338 3.935 -1.609
H 0.780 3.377 -3.488
H 1.641 1.240 -3.317
H -0.700 2.792 -4.217
H -2.055 -0.665 -4.186
H 0.260 -0.787 -3.742
P -1.520 0.831 2.278
C -1.737 0.107 3.951
H -2.325 0.792 4.581
H -0.758 -0.073 4.417
H -2.256 -0.858 3.892
C -0.705 2.429 2.683
H -1.233 2.939 3.499
H -0.668 3.084 1.805
H 0.328 2.231 2.994
C -3.218 1.341 1.823
H -3.176 1.929 0.897
H -3.692 1.926 2.627
H -3.821 0.446 1.611
P 2.522 0.901 -0.025
C 3.543 0.570 -1.503
H 4.189 1.440 -1.694
H 2.897 0.382 -2.369
H 4.152 -0.327 -1.344
C 1.939 2.622 -0.267
H 1.297 2.658 -1.152
H 2.787 3.305 -0.387
H 1.336 2.939 0.595
C 3.808 1.108 1.282
H 4.667 1.711 0.951
H 4.154 0.114 1.593
H 3.346 1.572 2.162
Se 2.321 -0.648 4.821
C 1.600 -0.222 3.298
N 1.088 -0.012 2.230
*
```

Results
HOMO-LUMO gap (alpha / beta) in eV: 5.575 / 6.576
<S²>: 0.84

And the Löwdin charges, in e, turn out to be: number 1, V, carries 0.86; number 2, C, carries -0.27; number 3, C, carries -0.26; number 4, C, carries -0.27; number 5, C, carries -0.25; number 6, C, carries -0.26; number 7, C, carries 0.00; number 8, H, carries 0.09; number 9, H, carries 0.07; number 10, H, carries 0.13; number 11, C, carries 0.02; number 12, H, carries 0.09; number 13, H, carries 0.04; number 14, H, carries 0.13; number 15, C, carries 0.02; number 16, H, carries 0.12; number 17, H, carries 0.07; number 18, H, carries 0.09; number 19, C, carries 0.01; number 20, H, carries 0.13; number 21, H, carries 0.08; number 22, H, carries 0.06; number 23, C, carries 0.02; number 24, H, carries 0.13; number 25, H, carries 0.06; number 26, H, carries 0.08; number 27, C, carries -0.13; number 28, C, carries -0.13; number 29, C, carries -0.16; number 30, C, carries -0.17; number 31, C, carries -0.12; number 32, C, carries -0.11; number 33, C, carries -0.16; number 34, C, carries -0.17; number 35, H, carries 0.12; number 36, H, carries 0.13; number 37, H, carries 0.12; number 38, H, carries 0.13; number 39, H, carries 0.05; number 40, H, carries 0.07; number 41, H, carries 0.11; number 42, H, carries 0.12; number 43, H, carries 0.08; number 44, H, carries 0.12; number 45, H, carries 0.11; number 46, H, carries 0.09; number 47, P, carries 0.86; number 48, C, carries -0.22; number 49, H, carries 0.07; number 50, H, carries 0.02; number 51, H, carries 0.04; number 52, C, carries -0.23; number 53, H, carries 0.07; number 54, H, carries 0.03; number 55, H, carries 0.03; number 56, C, carries -0.24; number 57, H, carries 0.04; number 58, H, carries 0.07; number 59, H, carries 0.05; number 60, P, carries 0.87; number 61, C, carries -0.25; number 62, H, carries 0.07; number 63, H, carries 0.01; number 64, H, carries 0.05; number 65, C, carries -0.23; number 66, H, carries 0.00; number 67, H, carries 0.08; number 68, H, carries 0.04; number 69, C, carries -0.23; number 70, H, carries 0.07; number 71, H, carries 0.05; number 72, H, carries 0.04; number 73, Se, carries 0.82; number 74, C, carries -0.93; number 75, N, carries -0.14

# 8
This record from OMol25 describes a 2-piece molecular cluster, C5H12N2O overall at a distorted geometry. The level of theory is wB97M-V/def2-TZVPD.

Geometry as ORCA input:
```
! wB97M-V def2-TZVPD RIJCOSX def2/J DEFGRID3
* xyz 0 1
C -1.588 1.514 -0.434
C -0.388 0.958 -0.683
N 0.761 0.987 0.226
C 2.070 1.442 -0.212
H -2.258 1.743 -1.253
H -1.972 1.612 0.574
H -0.049 0.880 -1.714
H 0.506 1.307 1.157
H 2.762 1.458 0.633
H 2.459 0.741 -0.956
H 2.013 2.450 -0.633
C -1.584 -1.714 0.598
N -0.395 -1.513 -0.200
C 0.918 -1.463 0.397
O 1.905 -1.812 -0.246
H -2.460 -1.475 -0.007
H -1.548 -1.037 1.456
H -1.622 -2.739 0.972
H -0.397 -1.803 -1.171
H 0.865 -1.536 1.497
*
```

Results
HOMO-LUMO gap in eV: 9.210
Structure (SMILES): C=CNC.CNC=O
Energy above the lowest of the compared OMol25 structures with the same formula, charge and spin in kJ/mol: 292.1

And the natural (NBO) charges, in e, turn out to be: number 1, C, carries -0.51; number 2, C, carries 0.04; number 3, N, carries -0.65; number 4, C, carries -0.41; number 5, H, carries 0.21; number 6, H, carries 0.19; number 7, H, carries 0.19; number 8, H, carries 0.37; number 9, H, carries 0.21; number 10, H, carries 0.21; number 11, H, carries 0.18; number 12, C, carries -0.41; number 13, N, carries -0.66; number 14, C, carries 0.56; number 15, O, carries -0.63; number 16, H, carries 0.22; number 17, H, carries 0.19; number 18, H, carries 0.19; number 19, H, carries 0.39; number 20, H, carries 0.12

no.,E_tot (eV)
1,-19177.748
2,-9846.741
3,-11919.167
4,-41323.720
5,-6159.847
6,-16070.069
7,-137740.524
8,-10405.396